Record 1
18 unconnected molecules or ions with the total composition C36H54N18 at a distorted geometry, computed with wB97M-V/def2-TZVPD.

Its total charge is 0. The calculation puts the total energy at -65024.4502 eV. Its max |F| is 3.276 eV Å⁻¹. As for the spin multiplicity: 1.

```
108
Properties=species:S:1:pos:R:3:forces:R:3:mulliken_charge:R:1
C -16.0071 -15.1214 -8.9388 0.2 -0.1 0.5 -1.0318
C -16.2966 -15.4808 -7.5383 0.0 0.7 -0.5 0.1718
N -16.4764 -15.8248 -6.4596 0.1 -0.2 0.1 0.0037
H -14.9387 -15.2233 -9.0664 0.3 -0.5 -0.2 0.2478
H -16.1814 -14.1034 -9.2865 -0.6 0.0 0.7 0.3600
H -16.5641 -15.8139 -9.5514 0.0 -0.1 -0.4 0.2789
C -12.2564 -17.1700 -8.0034 -0.6 0.0 0.0 -0.1281
C -11.6077 -18.4323 -7.7537 0.3 0.2 0.0 0.2262
N -11.1227 -19.4582 -7.6227 0.3 -0.7 0.2 -0.5359
H -12.8092 -16.8639 -7.1152 -0.1 0.1 -0.1 -0.1607
H -12.9513 -17.3908 -8.8095 -0.3 0.4 0.0 0.0491
H -11.5888 -16.3767 -8.3225 0.2 -0.1 0.1 0.4988
C -16.1491 -22.7632 -7.0218 0.6 0.4 -1.1 0.2180
C -15.8878 -22.7558 -8.4780 -0.4 -0.1 -0.2 0.0347
N -15.6960 -22.6784 -9.6111 0.0 -0.1 0.5 -0.4646
H -15.8767 -21.7324 -6.7456 -0.2 -0.5 0.6 -0.5326
H -15.4882 -23.5098 -6.5818 0.0 0.2 0.3 0.3598
H -17.1882 -23.0033 -6.7962 0.1 0.2 -0.1 0.3779
C -10.7010 -15.2469 -5.2427 0.6 -0.1 -1.1 -0.4187
C -12.0197 -14.8069 -5.6896 1.0 -0.4 0.6 0.2705
N -13.0774 -14.5042 -5.9888 -0.9 0.4 -0.4 -0.3765
H -10.6522 -15.3188 -4.1655 0.1 0.2 0.2 -0.0525
H -9.9065 -14.6302 -5.6980 -0.4 0.2 0.6 0.4802
H -10.4567 -16.2259 -5.6595 -0.5 -0.2 0.1 0.1267
C -12.8168 -21.9031 -4.9606 0.4 0.2 0.4 -0.0226
C -13.2163 -22.4802 -3.6723 -0.2 -0.2 -0.7 0.4107
N -13.5383 -22.9874 -2.6949 -0.1 0.1 0.2 -0.5512
H -12.1460 -22.5779 -5.4910 0.0 0.0 0.1 0.4633
H -12.2756 -20.9916 -4.7320 0.2 0.1 -0.1 0.0153
H -13.6424 -21.6405 -5.6101 -0.4 -0.2 0.1 -0.2720
C -12.5997 -12.3139 -1.3294 1.0 0.5 -0.1 -0.6675
C -13.4825 -12.2044 -2.4953 1.9 -0.5 2.7 0.4374
N -14.1570 -12.0475 -3.3847 -1.6 0.3 -2.1 -0.3514
H -13.0650 -12.0518 -0.3860 -0.4 -0.4 0.0 0.3471
H -11.7997 -11.5802 -1.4164 -0.1 0.4 -0.3 0.2617
H -12.0027 -13.2222 -1.2619 -0.7 -0.4 -0.1 -0.0126
C -14.8531 -18.8234 -4.4379 0.2 0.0 1.4 1.0492
C -13.6698 -18.0019 -4.1893 -0.7 -0.6 -0.7 -0.4072
N -12.7045 -17.4294 -3.9816 0.8 0.6 0.3 -0.0244
H -15.7392 -18.1860 -4.5637 0.3 -0.4 -0.2 -0.2093
H -14.9232 -19.4283 -3.5183 -0.5 0.3 -0.2 -0.1838
H -14.6920 -19.5461 -5.2214 0.0 0.3 -0.6 -0.3137
C -21.0350 -22.7746 -2.2662 -0.5 0.2 -0.3 -1.0184
C -20.0420 -21.9103 -1.6669 0.9 0.0 0.2 0.3957
N -19.2177 -21.3108 -1.1350 -0.2 0.0 -0.2 -0.3748
H -21.7244 -22.1561 -2.8348 -0.1 0.0 -0.1 0.3386
H -21.5962 -23.2165 -1.4525 -0.1 -0.3 0.0 0.3748
H -20.6344 -23.5389 -2.9410 0.2 0.2 0.3 0.2930
C -8.1995 -12.4829 -0.7810 0.1 -1.3 -1.0 -0.8354
C -8.7450 -13.6759 -1.4594 -0.3 0.8 0.0 0.3284
N -9.1513 -14.5759 -2.0395 -0.2 -0.3 0.0 -0.3578
H -8.2811 -12.6739 0.2736 0.2 0.4 0.5 0.2758
H -8.6732 -11.5689 -1.1121 -0.3 0.0 0.1 0.2905
H -7.1779 -12.4951 -1.1452 0.4 0.4 0.5 0.3171
C -18.8124 -17.8785 -0.6993 0.5 -0.2 0.0 -0.7112
C -19.2879 -17.8793 -2.0731 0.4 -0.2 1.1 0.4452
N -19.6630 -17.9229 -3.1467 -0.4 0.0 -1.2 -0.3735
H -17.8249 -17.4170 -0.6458 -0.3 0.3 0.0 0.1516
H -18.6516 -18.8965 -0.3561 -0.3 -0.2 -0.1 0.1381
H -19.5384 -17.4058 -0.0561 -0.1 0.3 0.2 0.3500
C -12.4345 -16.7669 -0.5027 0.3 0.4 -0.6 -0.2466
C -11.7188 -17.0217 0.7346 -0.3 -0.5 0.1 0.2095
N -11.1860 -17.2699 1.7199 0.1 0.1 0.1 -0.4803
H -11.8881 -15.9961 -1.0494 -0.2 0.2 0.0 0.1365
H -13.4619 -16.4659 -0.3313 -0.1 0.1 0.1 0.3674
H -12.4645 -17.6125 -1.1843 0.1 -0.3 0.2 -0.0216
C -9.5239 -18.1171 -2.3808 -0.8 0.3 -0.1 -0.3593
C -10.2721 -19.3589 -2.5834 1.1 1.0 -0.5 0.3523
N -10.8084 -20.3300 -2.8398 -0.7 -1.0 0.0 -0.4294
H -10.0812 -17.5632 -1.6324 0.4 0.2 0.3 -0.0330
H -9.5331 -17.4699 -3.2648 -0.1 -0.4 0.0 -0.0298
H -8.4986 -18.2926 -2.0849 0.1 -0.1 0.2 0.4435
C -18.6704 -19.9137 -5.6990 -1.0 -0.5 0.5 0.5713
C -19.5194 -19.2274 -6.6621 -0.1 0.5 -0.1 0.1278
N -20.1920 -18.6469 -7.3921 0.1 -0.3 0.1 -0.4817
H -18.0521 -19.2261 -5.1383 0.2 0.1 -0.1 -0.2915
H -18.1178 -20.6974 -6.1821 0.6 -0.1 -0.3 -0.0601
H -19.3239 -20.4347 -4.9791 0.2 0.3 -0.1 0.1059
C -14.3313 -19.5951 -10.4288 0.4 -0.7 -1.3 -1.1238
C -14.7157 -19.4698 -9.0539 -0.2 -0.3 0.1 0.3415
N -14.9727 -19.4578 -7.9387 -0.1 0.1 0.5 -0.2163
H -14.7872 -20.4484 -10.9352 -0.3 -0.2 0.5 0.3676
H -13.2670 -19.7963 -10.4970 0.3 0.2 0.1 0.3016
H -14.5720 -18.7615 -11.0666 -0.1 0.7 0.2 0.3424
C -19.6172 -15.7592 -5.5532 -0.4 -0.8 -1.6 -0.2509
C -19.6444 -15.3840 -6.9791 -0.1 -0.4 1.9 0.2488
N -19.6403 -15.0492 -8.0645 0.0 0.5 -1.6 -0.5369
H -18.9388 -16.5964 -5.4769 0.8 0.3 0.4 -0.3063
H -20.5416 -16.2616 -5.3009 -0.5 0.5 0.2 0.3848
H -19.3908 -14.8756 -4.9900 0.2 0.1 0.6 0.4228
C -15.7296 -20.6390 0.0127 0.0 1.1 -0.6 -0.7358
C -15.5615 -19.3197 -0.6208 -0.8 -1.1 0.4 0.4176
N -15.5205 -18.3033 -1.1355 0.3 1.0 -0.4 -0.2894
H -15.6169 -20.4689 1.0740 0.4 -0.5 0.3 0.4334
H -14.9736 -21.2406 -0.4752 0.2 -0.6 0.5 0.2581
H -16.7315 -21.0252 -0.1765 0.0 0.1 -0.2 0.0617
C -16.9736 -23.6451 -2.1775 -0.4 0.1 0.5 -0.9751
C -16.7964 -22.6053 -3.1746 0.3 -0.2 -0.1 0.2226
N -16.6238 -21.8249 -3.9963 -0.1 0.2 -0.1 -0.0202
H -16.4028 -23.4352 -1.2770 0.4 0.0 -0.1 0.2197
H -16.7075 -24.6288 -2.5586 0.0 0.1 -0.1 0.3814
H -18.0079 -23.6202 -1.8444 -0.1 -0.2 -0.1 0.2320
C -15.7518 -15.2631 -3.3723 0.1 -0.9 0.1 0.5781
C -16.7270 -14.2225 -3.6182 0.0 0.3 0.4 0.1032
N -17.5576 -13.4513 -3.7985 0.0 0.0 0.0 -0.5716
H -16.2764 -16.2036 -3.5517 0.3 -0.1 -0.4 -0.2939
H -15.3760 -15.3839 -2.3621 -0.3 0.6 0.5 0.3649
H -14.8586 -15.1626 -3.9769 -0.1 0.0 -0.6 -0.2422
```
Forces are in eV/Å.

Record 2
8 unconnected molecules or ions with the total composition C36H55BClN7OPS at a distorted geometry, computed with wB97M-V/def2-TZVPD.

Its total charge is -1. The calculation puts the total energy at -84026.7920 eV. Its max |F| is 1.034 eV Å⁻¹. As for the spin multiplicity: 1.

```
103
Properties=species:S:1:pos:R:3:forces:R:3:mulliken_charge:R:1
C 0.2296 -1.4321 -2.4829 -0.3 -0.3 -0.2 -0.6277
C -0.9420 -2.4043 -2.5176 -0.3 0.0 0.5 -0.2865
C -0.8390 -3.5559 -1.4987 0.6 0.1 -0.5 -1.4182
C 0.5803 -4.1423 -1.3272 -1.0 -0.2 -0.1 1.5895
C 1.0907 -4.6368 -2.7054 0.2 0.0 0.5 -1.7850
B 0.5663 -5.4275 -0.3078 0.8 -0.3 0.3 0.7215
C 2.0619 -6.0635 0.0170 -0.1 0.4 -0.3 -0.8775
C 3.2718 -5.1622 -0.2446 0.2 -0.1 0.4 -0.8434
C 3.2807 -3.8979 0.6199 0.7 0.1 0.1 0.3632
S 4.9699 -3.6670 1.3268 0.0 0.0 -0.1 -0.2403
P -0.5335 -5.0537 1.2737 -0.7 0.5 -0.4 -0.2723
O 0.2069 -3.7693 2.1269 0.4 -0.7 0.6 -0.4008
Cl -0.1235 -6.7094 2.5670 0.2 0.1 0.1 -0.4200
H 1.1259 -1.9022 -2.8805 0.2 0.1 0.0 0.2576
H 0.4189 -1.1184 -1.4581 0.1 0.2 0.1 0.0762
H -0.0235 -0.5678 -3.0945 0.2 0.3 0.0 0.0968
H -1.1073 -2.7932 -3.5209 0.2 0.0 -0.2 0.4264
H -1.8466 -1.8402 -2.2753 -0.2 0.0 -0.1 0.2729
H -1.4743 -4.3744 -1.8364 -0.3 0.0 0.2 0.1280
H -1.2123 -3.1826 -0.5459 -0.1 -0.1 0.2 0.4057
H 1.1864 -3.3112 -0.9644 0.3 -0.1 0.0 -0.7119
H 2.0585 -4.1992 -2.9438 0.1 0.1 -0.3 0.2907
H 0.3912 -4.4318 -3.5125 0.0 0.2 -0.2 0.4110
H 1.2220 -5.7158 -2.6771 0.1 -0.1 -0.1 0.4437
H -0.1045 -6.2939 -0.8529 -0.3 0.0 0.1 -0.2771
H 2.1593 -6.3985 1.0524 -0.1 -0.1 0.1 0.3884
H 2.1979 -6.9695 -0.5749 0.0 -0.1 -0.1 0.2697
H 3.3805 -4.8677 -1.2861 -0.1 0.0 -0.1 0.0871
H 4.1759 -5.7272 -0.0030 0.1 -0.1 -0.1 0.7306
H 3.0873 -3.0164 0.0229 -0.3 0.2 0.0 -0.0457
H 2.5935 -3.9659 1.4519 -0.2 0.0 -0.1 -0.1357
H 4.9512 -2.3416 1.5322 -0.1 0.0 0.0 0.1050
H 0.8273 -4.1610 2.7712 -0.2 0.4 -0.4 0.2342
N -0.5748 1.7964 -4.9379 0.0 0.0 -0.1 0.0466
C -0.4403 3.1120 -4.5891 0.0 -0.1 0.1 -0.7973
C -1.6474 3.5445 -4.1098 0.0 0.1 0.0 -0.2592
C -2.5482 2.4493 -4.1868 0.0 0.0 0.0 -0.3429
C -1.8548 1.3831 -4.6985 0.0 -0.1 0.0 -0.8876
H 0.1579 1.2170 -5.3052 0.0 0.0 0.0 0.2185
H 0.5021 3.6206 -4.6970 0.0 0.0 0.0 0.4097
H -1.8639 4.5331 -3.7410 0.0 0.0 0.0 0.4563
H -3.5839 2.4464 -3.8921 0.0 0.1 -0.1 0.7218
H -2.1587 0.3693 -4.8998 0.0 0.0 0.0 0.4410
N 0.0989 -7.8145 5.8734 0.0 0.0 0.0 0.1694
C -0.8227 -8.1671 6.8162 0.0 0.0 0.0 -0.4678
C -0.1811 -8.9025 7.7797 0.0 0.0 0.0 -0.4196
C 1.1844 -8.9933 7.3984 0.0 0.0 0.0 -0.4936
C 1.3224 -8.3102 6.2172 0.0 0.0 0.0 -0.3846
H -0.0931 -7.2715 5.0471 0.0 0.0 -0.1 0.1767
H -1.8520 -7.8668 6.7222 0.0 0.0 0.0 0.3551
H -0.6394 -9.3271 8.6576 0.0 0.0 0.0 0.3758
H 1.9735 -9.5010 7.9280 0.0 0.0 0.0 0.3734
H 2.1830 -8.1361 5.5946 0.0 0.0 0.0 0.3636
N 1.2135 -0.1905 1.8204 0.0 -0.1 0.1 0.1994
C 0.4824 0.8208 2.3766 0.0 -0.1 -0.1 -0.9275
C 0.8843 1.9955 1.7959 0.0 0.1 0.1 -0.2562
C 1.9059 1.6750 0.8635 0.1 0.1 -0.1 -0.2997
C 2.0824 0.3159 0.9020 0.0 -0.1 0.0 -1.1468
H 1.1171 -1.1690 2.0474 -0.1 0.0 -0.1 0.2005
H -0.2677 0.6178 3.1208 0.0 0.0 0.0 0.4147
H 0.4862 2.9725 2.0140 0.0 0.0 0.0 0.3652
H 2.4379 2.3605 0.2217 -0.1 0.0 -0.1 1.0093
H 2.7435 -0.3282 0.3474 0.0 0.0 0.0 0.4553
N -0.1081 6.1403 1.5285 0.0 0.0 0.0 0.0849
C -0.7552 7.3309 1.3432 0.0 0.0 0.0 -0.6305
C -0.8859 7.5294 -0.0056 0.0 0.0 0.0 -0.4965
C -0.2968 6.4113 -0.6568 0.0 0.0 0.0 -0.4005
C 0.1728 5.5717 0.3179 0.0 0.0 0.0 -0.4792
H 0.1259 5.7432 2.4200 0.0 0.0 0.0 0.2101
H -1.0648 7.9310 2.1811 0.0 0.0 0.0 0.4148
H -1.3517 8.3818 -0.4721 0.0 0.0 0.0 0.4447
H -0.2242 6.2412 -1.7184 0.0 0.0 0.0 0.5030
H 0.6784 4.6237 0.2526 0.0 0.0 0.0 0.3383
N -3.9089 0.9530 -1.6279 0.0 -0.1 0.1 0.2446
C -3.6613 0.5930 -0.3342 0.0 0.0 0.0 -0.6957
C -4.8444 0.6579 0.3548 0.0 0.0 0.0 -0.4501
C -5.8458 1.0711 -0.5636 0.0 0.0 0.0 -0.6546
C -5.2363 1.2426 -1.7795 0.0 0.0 0.0 -0.3716
H -3.2188 0.9992 -2.3589 0.0 0.0 0.1 0.1636
H -2.6691 0.3218 -0.0151 0.0 0.0 0.0 0.5604
H -4.9768 0.4317 1.3995 0.0 0.0 0.0 0.4095
H -6.8922 1.2228 -0.3572 0.0 0.0 0.0 0.3953
H -5.6342 1.5440 -2.7340 0.0 0.0 0.0 0.3873
N -3.7003 7.0592 -2.6766 0.0 0.0 0.0 0.1179
C -4.5073 5.9626 -2.7966 0.1 0.0 0.1 -0.5237
C -5.5983 6.3231 -3.5412 0.0 0.0 0.0 -0.6143
C -5.4394 7.6927 -3.8870 0.0 0.0 0.0 -0.4852
C -4.2581 8.1181 -3.3390 0.0 0.0 0.0 -0.5098
H -2.8313 7.0817 -2.1736 0.0 0.0 0.1 0.2323
H -4.2369 5.0249 -2.3403 0.0 0.0 0.0 0.6289
H -6.4176 5.6774 -3.8087 0.0 0.0 0.0 0.3978
H -6.1149 8.2959 -4.4702 0.0 0.0 0.0 0.3851
H -3.7704 9.0773 -3.3632 0.0 0.0 0.0 0.3609
N 4.8373 3.3450 1.7430 0.0 0.0 -0.1 0.0792
C 4.8402 4.1973 2.8098 0.0 0.0 0.0 -0.3570
C 6.1262 4.6323 2.9984 0.0 0.0 0.0 -0.5500
C 6.9296 4.0159 2.0024 0.0 0.0 0.0 -0.5358
C 6.1033 3.2283 1.2437 0.0 0.0 0.0 -0.4160
H 4.0242 2.8744 1.3821 0.0 -0.1 0.1 0.3018
H 3.9316 4.4196 3.3425 0.0 0.0 0.0 0.3682
H 6.4540 5.3143 3.7651 0.0 0.0 0.0 0.3806
H 7.9906 4.1352 1.8600 0.0 0.0 0.0 0.3824
H 6.3085 2.5974 0.3960 0.0 0.0 0.0 0.3530
```
Forces are in eV/Å.